Model A:
Entry from the Open Molecules 2025 dataset: a structure of composition H14NaO7 (wB97M-V/def2-TZVPD).

The value obtained for the LUMO energy is -3.5 eV. Its HOMO energy is -13.603 eV. For the HOMO-LUMO gap, the calculation gives 10.12 eV.

```
! wB97M-V def2-TZVPD RIJCOSX def2/J DEFGRID3
* xyz 1 1
Na -0.315 0.556 -0.146
O 0.218 -2.947 1.166
H -0.103 -3.245 0.347
H 0.404 -1.997 0.955
O -1.396 -0.598 1.356
H -1.880 -1.401 1.036
H -1.713 -0.383 2.247
O 1.018 0.393 -2.189
H 0.397 0.973 -2.667
H 1.679 1.051 -1.934
O 1.591 -0.561 1.029
H 2.323 -0.787 1.592
H 2.169 -0.594 0.258
O 0.197 1.983 1.835
H 0.507 2.847 2.018
H 0.940 1.412 1.977
O -1.066 -1.670 -1.286
H -0.272 -1.626 -1.797
H -1.742 -2.007 -1.875
O -0.815 2.544 -1.190
H -0.649 3.418 -0.857
H -1.486 2.646 -1.881
*
```


Model B:
Entry from the Open Molecules 2025 dataset: a structure of composition H14NaO7 (wB97M-V/def2-TZVPD).

The value obtained for the LUMO energy is -3.2 eV. Its HOMO energy is -14.770 eV. For the HOMO-LUMO gap, the calculation gives 11.52 eV.

```
! wB97M-V def2-TZVPD RIJCOSX def2/J DEFGRID3
* xyz 1 1
Na -0.289 0.030 -0.485
O 0.346 -1.358 2.321
H 0.894 -1.824 2.953
H 0.952 -0.781 1.857
O 1.430 -1.290 -1.498
H 2.134 -1.337 -2.144
H 1.571 -2.052 -0.935
O -2.388 -1.375 -0.105
H -2.058 -1.959 0.577
H -3.191 -1.795 -0.414
O 2.197 0.478 1.107
H 2.779 1.045 0.600
H 1.780 1.066 1.737
O -0.447 1.340 1.418
H -0.025 2.166 1.652
H -0.944 1.095 2.198
O 0.729 1.774 -1.663
H 1.428 2.366 -1.384
H 1.087 1.324 -2.428
O -2.525 0.724 -1.744
H -2.926 0.165 -1.079
H -2.536 0.195 -2.542
*
```


Relative to the most stable structure, the computed energies are model A 0.0046; model B 0.0000, all in hartree.


Model A:
Entry from the Open Molecules 2025 dataset: an isolated molecule of CH3N3S (wB97M-V/def2-TZVPD).

The value obtained for the LUMO energy is -0.7 eV. Its SMILES is N#CSNN. Its HOMO energy is -9.261 eV. For the HOMO-LUMO gap, the calculation gives 8.56 eV.

```
! wB97M-V def2-TZVPD RIJCOSX def2/J DEFGRID3
* xyz 0 1
C -1.960 -0.155 -0.135
N -2.220 -1.262 -0.077
N 1.011 -0.429 -0.103
N 0.545 0.620 0.568
S -1.294 1.370 -0.238
H 1.730 -0.335 -0.718
H 1.198 -1.304 0.347
H 0.990 1.495 0.356
*
```


Model B:
Entry from the Open Molecules 2025 dataset: a cluster of 2 separate species, CH3N3S in total (wB97M-V/def2-TZVPD).

The value obtained for the LUMO energy is -0.7 eV. Its HOMO energy is -9.183 eV. For the HOMO-LUMO gap, the calculation gives 8.51 eV.

```
! wB97M-V def2-TZVPD RIJCOSX def2/J DEFGRID3
* xyz 0 1
C 1.419 0.627 -0.053
N -1.360 0.801 -0.781
N -1.551 -0.151 -0.213
N -1.812 -1.198 0.291
S 1.622 -0.886 0.501
H 1.743 0.797 -1.163
H 1.104 1.563 0.472
H -1.164 -1.554 0.946
*
```


Relative to the most stable structure, the computed energies are model A 0.0000; model B 0.0092, all in hartree.


Model A:
Entry from the Open Molecules 2025 dataset: a cluster of 3 separate species, C4H14O2 in total (wB97M-V/def2-TZVPD).

The value obtained for the LUMO energy is 0.6 eV. Its SMILES is CCCC.O.O. Its HOMO energy is -11.424 eV. For the HOMO-LUMO gap, the calculation gives 11.99 eV.

```
! wB97M-V def2-TZVPD RIJCOSX def2/J DEFGRID3
* xyz 0 1
C 1.338 0.873 -2.123
C 0.968 1.513 -0.785
C -0.469 1.301 -0.358
C -0.680 1.785 1.073
H 0.931 -0.127 -2.298
H 2.413 0.915 -2.316
H 0.836 1.338 -2.972
H 1.151 2.573 -0.872
H 1.684 1.136 -0.046
H -0.809 0.263 -0.496
H -1.139 1.804 -1.042
H -0.198 1.057 1.717
H -1.725 1.843 1.399
H -0.328 2.808 1.256
H -2.259 -1.350 2.078
H -3.055 -1.974 3.194
O -2.385 -2.186 2.536
H 1.101 -2.811 0.072
H 1.219 -1.724 -0.989
O 1.534 -2.609 -0.763
*
```


Model B:
Entry from the Open Molecules 2025 dataset: a cluster of 3 separate species, C4H14O2 in total (wB97M-V/def2-TZVPD).

The value obtained for the LUMO energy is 0.6 eV. Its SMILES is CC(C)C.O.O. Its HOMO energy is -10.920 eV. For the HOMO-LUMO gap, the calculation gives 11.49 eV.

```
! wB97M-V def2-TZVPD RIJCOSX def2/J DEFGRID3
* xyz 0 1
C -0.391 -2.226 0.189
C 0.733 -1.269 -0.173
C 1.156 -0.426 1.026
C 0.349 -0.390 -1.352
H -0.690 -2.862 -0.651
H -1.279 -1.672 0.514
H -0.114 -2.905 0.994
H 1.598 -1.876 -0.452
H 1.947 0.264 0.759
H 0.299 0.110 1.441
H 1.482 -1.066 1.856
H 0.083 -0.962 -2.234
H 1.125 0.329 -1.593
H -0.521 0.230 -1.100
H -0.383 2.821 -0.118
H 1.094 2.946 -0.416
O 0.226 3.216 -0.762
H -2.663 2.561 0.868
H -2.152 1.201 0.334
O -1.899 1.975 0.869
*
```


Relative to the most stable structure, the computed energies are model A 0.0173; model B 0.0000, all in hartree.


Model A:
Entry from the Open Molecules 2025 dataset: a structure of composition C10H15NO3S (wB97M-V/def2-TZVPD).

The value obtained for the LUMO energy is 0.7 eV. Its HOMO energy is -8.562 eV. For the HOMO-LUMO gap, the calculation gives 9.23 eV.

```
! wB97M-V def2-TZVPD RIJCOSX def2/J DEFGRID3
* xyz 0 1
C 1.039 -2.618 -0.237
C 2.081 -0.316 -0.667
C 1.174 -3.563 0.635
C 0.259 -1.967 -1.292
C 0.822 -0.546 -1.432
C -1.177 -0.638 -0.207
C -2.590 -0.242 -0.653
C -1.047 -0.690 1.401
C 1.390 2.277 1.151
C 1.830 2.352 -0.292
N 2.427 -1.261 0.137
O 3.192 -1.531 1.005
O -1.056 -1.835 -0.851
O -0.225 0.241 -0.735
S 3.093 1.098 -0.862
H 1.819 -3.263 1.474
H 0.363 -4.208 0.915
H 0.435 -2.484 -2.237
H 0.935 -0.187 -2.457
H -3.017 0.623 -0.208
H -3.325 -0.996 -0.382
H -2.582 -0.085 -1.759
H -1.242 0.280 1.785
H -0.101 -1.094 1.654
H -1.774 -1.377 1.864
H 0.656 1.345 1.109
H 2.275 2.151 1.683
H 0.728 3.043 1.241
H 2.261 3.266 -0.520
H 0.977 2.184 -0.924
*
```


Model B:
Entry from the Open Molecules 2025 dataset: an isolated molecule of C10H15NO3S (wB97M-V/def2-TZVPD).

The value obtained for the LUMO energy (alpha / beta) is 0.5 / 0.5 eV. Its SMILES is C=[S@]1(=O)C=CC[C@@H]2C[C@H]3OCO[C@@]23N1C. Its HOMO energy (alpha / beta) is -8.013 / -8.013 eV. For the HOMO-LUMO gap (alpha / beta), the calculation gives 8.56 / 8.56 eV.

```
! wB97M-V def2-TZVPD RIJCOSX def2/J DEFGRID3
* xyz 0 1
C -0.794 0.013 -2.432
C -1.880 -0.080 -1.635
C -2.095 -2.677 -0.805
C 0.586 -0.107 -1.895
C 2.311 0.847 -0.327
C 0.523 2.565 1.498
C 0.911 0.886 -0.808
C 1.794 0.689 1.134
C 0.329 0.502 0.618
C -0.383 -1.379 1.947
N -0.408 -0.698 0.692
O -2.984 -0.640 0.683
O 1.683 1.890 1.881
O -0.387 1.585 1.117
S -1.856 -1.069 -0.163
H -0.905 0.345 -3.365
H -2.785 -0.182 -2.117
H -2.740 -3.167 -0.013
H -1.193 -3.133 -1.163
H 0.787 -1.116 -1.598
H 1.222 0.128 -2.745
H 2.811 -0.103 -0.581
H 2.945 1.672 -0.476
H 0.015 3.111 2.250
H 0.873 3.023 0.578
H 0.553 1.836 -1.243
H 2.490 0.120 1.893
H -1.438 -1.939 2.023
H 0.435 -2.110 2.141
H -0.421 -0.813 2.909
*
```


Relative to the most stable structure, the computed energies are model A 0.0000; model B 0.0466, all in hartree.


Model A:
Entry from the Open Molecules 2025 dataset: the ion C3H7FNO with charge +1 (wB97M-V/def2-TZVPD).

The value obtained for the LUMO energy is -3.8 eV. Its SMILES is F[C@H]1C[NH2+]CO1. Its HOMO energy is -16.521 eV. For the HOMO-LUMO gap, the calculation gives 12.68 eV.

```
! wB97M-V def2-TZVPD RIJCOSX def2/J DEFGRID3
* xyz 1 1
C 0.793 0.394 0.754
C -0.867 -0.778 -0.502
C 0.590 0.846 -0.844
N -0.194 -0.704 0.853
O 0.026 -0.238 -1.421
F -0.365 1.811 -0.806
H 1.801 0.133 0.837
H 0.452 1.222 1.527
H -1.173 -1.819 -0.887
H -1.819 -0.078 -0.479
H 1.527 1.239 -1.421
H 0.237 -1.592 0.990
H -1.009 -0.436 1.399
*
```


Model B:
Entry from the Open Molecules 2025 dataset: the ion C3H7FNO with charge +1 (wB97M-V/def2-TZVPD).

The value obtained for the LUMO energy is -4.0 eV. Its SMILES is C[C@H]([NH3+])C(=O)F. Its HOMO energy is -16.478 eV. For the HOMO-LUMO gap, the calculation gives 12.49 eV.

```
! wB97M-V def2-TZVPD RIJCOSX def2/J DEFGRID3
* xyz 1 1
C 2.052 -0.131 -0.068
C 0.012 1.173 0.398
C 0.617 0.088 -0.447
N -0.092 -1.243 -0.230
O 2.428 -1.155 0.431
F 2.884 0.850 -0.173
H 0.428 1.230 1.480
H -0.926 0.729 0.579
H -0.080 2.142 -0.035
H 0.301 0.462 -1.517
H -0.862 -1.129 0.507
H 0.563 -1.825 0.211
H -0.465 -1.548 -1.082
*
```


Relative to the most stable structure, the computed energies are model A 0.0260; model B 0.0000, all in hartree.


Model A:
Entry from the Open Molecules 2025 dataset: a cluster of 4 separate species, C6H21O7P in total (wB97M-V/def2-TZVPD).

The value obtained for the LUMO energy is 0.5 eV. Its SMILES is COP(=O)(OC)OC.CO.CO.CO. Its HOMO energy is -10.356 eV. For the HOMO-LUMO gap, the calculation gives 10.84 eV.

```
! wB97M-V def2-TZVPD RIJCOSX def2/J DEFGRID3
* xyz 0 1
C 7.618 18.403 -8.743
O 8.204 19.556 -8.172
H 7.499 17.567 -8.055
H 6.641 18.626 -9.171
H 8.186 18.212 -9.654
H 8.959 19.327 -7.625
C 9.490 17.262 -12.391
O 10.868 17.473 -12.375
H 8.939 18.000 -11.808
H 9.100 17.301 -13.408
H 9.141 16.311 -11.991
H 11.124 17.316 -11.463
C 10.496 21.353 -5.502
O 9.638 21.532 -4.355
H 9.801 21.289 -6.339
H 11.156 22.220 -5.502
H 11.127 20.473 -5.627
H 8.782 21.099 -4.346
C 8.547 18.195 -4.177
O 7.174 18.274 -4.549
P 6.162 19.298 -3.887
O 4.980 19.524 -4.749
O 7.094 20.551 -3.602
C 6.697 21.813 -3.175
O 5.875 18.662 -2.430
C 5.069 17.567 -2.317
H 8.810 18.744 -3.273
H 9.202 18.532 -4.981
H 8.683 17.141 -3.937
H 7.488 22.562 -3.229
H 6.127 21.912 -2.251
H 6.018 22.191 -3.939
H 4.751 17.415 -1.285
H 5.626 16.696 -2.661
H 4.126 17.617 -2.862
*
```


Model B:
Entry from the Open Molecules 2025 dataset: a cluster of 4 separate species, C6H21O7P in total (wB97M-V/def2-TZVPD).

The value obtained for the LUMO energy is 0.7 eV. Its SMILES is COP(=O)(OC)OC.CO.CO.CO. Its HOMO energy is -9.965 eV. For the HOMO-LUMO gap, the calculation gives 10.65 eV.

```
! wB97M-V def2-TZVPD RIJCOSX def2/J DEFGRID3
* xyz 0 1
C -5.014 -4.402 -0.496
O -5.918 -5.497 -0.255
H -3.979 -4.636 -0.743
H -5.363 -3.737 -1.286
H -4.758 -3.874 0.422
H -5.970 -6.061 -1.030
C -4.045 -0.927 -6.406
O -4.841 -2.055 -6.117
H -3.196 -1.411 -6.889
H -4.695 -0.261 -6.973
H -3.769 -0.597 -5.404
H -5.691 -1.784 -6.473
C -1.651 0.336 -0.471
O -2.518 0.562 -1.532
H -1.717 -0.619 0.050
H -0.613 0.539 -0.735
H -1.980 1.071 0.264
H -3.370 0.166 -1.337
C 5.200 0.764 4.149
O 4.207 1.763 3.908
P 3.158 1.564 2.628
O 1.892 0.828 2.939
O 4.010 0.857 1.391
C 5.275 1.361 1.032
O 2.944 3.061 2.008
C 2.415 4.091 2.825
H 4.797 0.215 5.000
H 6.104 1.130 4.636
H 5.405 0.096 3.312
H 5.205 1.847 0.059
H 5.884 0.484 0.812
H 5.789 1.982 1.766
H 1.522 4.461 2.320
H 3.150 4.895 2.793
H 2.134 3.786 3.833
*
```


Relative to the most stable structure, the computed energies are model A 0.0000; model B 0.0292, all in hartree.